The following is a quantum chemistry calculation of a gas-phase ion, C9H14NO (charge +1) in a non-equilibrium geometry, from OMol25.

Cartesian coordinates (Å):
O1 -0.6848 -1.6640 1.2609
N1 1.7597 0.1767 -0.0849
C1 0.5942 -0.4141 -0.8613
C2 1.3967 -0.3180 1.3596
C3 -1.1522 -1.2502 0.1571
C4 0.7314 -1.6878 1.5387
C5 -2.8892 -0.9617 -1.7944
C6 -0.6971 0.1496 -0.6666
C7 2.1220 1.6406 -0.1153
C8 -1.7392 -0.8988 -0.9138
C9 -1.0633 1.5543 -0.2318
H1 2.5699 -0.2095 -0.4540
H2 -2.6041 -0.1913 -2.5299
H3 3.0841 1.6360 0.5095
H4 -3.0648 -2.0101 -2.1281
H5 1.3186 2.0882 0.4490
H6 -3.7397 -0.8440 -1.0304
H7 0.7989 -1.8912 2.6343
H8 0.7060 0.4195 1.8132
H9 2.1725 1.8288 -1.1757
H10 -0.6752 2.2909 -1.0580
H11 -2.1633 1.4661 -0.0830
H12 1.2033 -2.4779 0.8481
H13 -0.4317 1.7684 0.6055
H14 2.4472 -0.2006 1.9513

The spin multiplicity is 1. The value obtained for the HOMO energy is -12.28 eV. The calculation puts the frontier orbital gap at 8.9 eV. The calculation puts the total energy at -13083.3855 eV. As for the charge: +1.